A structure of composition C36H52CdN3OP2S. Source: OMol25; level of theory: the ωB97M-V functional and the def2-TZVPD basis.

Positions of all 96 atoms, in Å:
C -1.39 -1.58 -2.31
C 0.66 -2.50 -1.57
C -1.51 -2.56 -3.29
C 0.46 -3.61 -2.44
C -0.61 -3.63 -3.31
H -2.35 -2.50 -3.98
H 1.23 -4.39 -2.43
H -0.73 -4.44 -4.03
N -0.36 -1.58 -1.45
P -2.67 -0.03 -0.39
P 2.48 -0.81 -0.16
C -2.43 -0.46 -2.17
H -2.07 0.44 -2.70
H -3.37 -0.75 -2.64
C 0.22 2.14 1.40
O 0.55 3.21 1.63
C 1.89 -2.30 -0.90
H 2.57 -3.16 -0.96
C 3.60 -0.07 -1.58
C 3.59 -1.34 1.33
C -3.44 1.71 -0.29
C -3.84 -1.41 0.18
C 3.73 1.43 -1.31
H 4.27 1.63 -0.38
H 4.29 1.90 -2.14
H 2.75 1.92 -1.24
C 4.99 -0.71 -1.65
H 5.61 -0.50 -0.77
H 4.93 -1.79 -1.81
H 5.51 -0.29 -2.52
C 2.93 -0.35 -2.94
H 3.46 0.21 -3.72
H 2.97 -1.42 -3.18
H 1.89 -0.04 -2.95
C 4.40 -0.13 1.82
H 3.76 0.74 2.02
H 4.90 -0.40 2.77
H 5.19 0.18 1.13
C 2.68 -1.81 2.48
H 2.02 -1.01 2.84
H 2.06 -2.66 2.19
H 3.31 -2.12 3.33
C 4.51 -2.52 1.00
H 5.24 -2.31 0.21
H 5.08 -2.77 1.90
H 3.93 -3.41 0.72
C -4.30 -1.08 1.61
H -4.90 -1.93 1.99
H -3.44 -0.97 2.29
H -4.93 -0.19 1.67
C -3.08 -2.75 0.22
H -2.75 -3.06 -0.78
H -2.21 -2.69 0.88
H -3.76 -3.52 0.61
C -5.04 -1.58 -0.75
H -5.68 -2.37 -0.34
H -5.65 -0.67 -0.85
H -4.74 -1.90 -1.76
C -2.69 2.66 -1.23
H -2.79 2.35 -2.28
H -3.12 3.67 -1.14
H -1.62 2.72 -1.00
C -3.28 2.22 1.16
H -2.22 2.30 1.45
H -3.74 3.21 1.22
H -3.79 1.57 1.88
C -4.92 1.71 -0.68
H -5.09 1.29 -1.68
H -5.56 1.18 0.05
H -5.27 2.76 -0.70
Cd -0.10 -0.06 0.33
N 0.31 1.39 -1.52
C 0.48 1.76 -2.62
C 0.60 2.48 -3.84
C 0.41 3.88 -3.81
C 0.91 1.85 -5.07
C 0.52 4.63 -4.98
H 0.18 4.36 -2.85
C 1.02 2.62 -6.23
H 1.05 0.77 -5.11
C 0.84 4.01 -6.19
H 0.37 5.71 -4.93
H 1.27 2.14 -7.19
H 0.95 4.61 -7.10
S -0.65 -1.50 2.44
C -0.93 -0.57 3.86
N -1.90 -1.07 4.70
C -2.19 -0.50 5.92
C -1.49 0.61 6.32
C -0.51 1.16 5.48
C -0.24 0.57 4.25
H -2.39 -1.91 4.41
H -2.97 -0.99 6.48
H -1.70 1.05 7.30
H 0.04 2.04 5.80
H 0.51 0.97 3.56

E_tot, Ha: -2890.91476
Max |F|, Eh/bohr: 0.0766
HOMO energy, Ha: -0.29687
Total charge: +1
LUMO energy, eV: -3.073